No. 1
This record from the OMol25 dataset describes a single C5H5NO molecule. The level of theory is ωB97M-V/def2-TZVPD.

Properties
Orbital gap in eV: 10.07
ΔE to the lowest compared entry with this formula, charge and spin in kJ/mol: 305.76
SMILES string: C#CC(=O)[C@H]1CN1

```
12
C5H5NO, DFT ωB97M-V/def2-TZVPD
C 2.802 -0.807 0.230
C 1.825 -0.109 0.320
C 0.583 0.642 0.474
O 0.402 1.389 1.416
C -0.457 0.400 -0.591
C -1.569 -0.542 -0.280
N -1.795 0.895 -0.316
H 3.667 -1.432 0.147
H -0.099 0.479 -1.622
H -1.546 -1.062 0.679
H -2.014 -1.113 -1.097
H -1.797 1.260 0.638
```

No. 2
This record from the OMol25 dataset describes a molecular structure, C5H5NO in a non-equilibrium geometry. The level of theory is ωB97M-V/def2-TZVPD.

Properties
Orbital gap in eV: 10.15
ΔE to the lowest compared entry with this formula, charge and spin in kJ/mol: 451.63

```
12
C5H5NO, DFT ωB97M-V/def2-TZVPD
N 3.097 0.854 -0.292
C 2.128 0.334 0.072
C 0.888 -0.415 0.399
O 0.093 0.001 1.488
C -1.296 -0.478 0.326
C -1.131 0.820 -0.302
C -0.203 -0.353 -0.651
H 1.167 -1.461 0.557
H -2.149 -1.166 0.458
H -1.842 1.339 -0.937
H -0.637 1.383 0.488
H -0.116 -0.857 -1.606
```

No. 3
This record from the OMol25 dataset describes a single C5H5NO2 molecule in a non-equilibrium geometry. The level of theory is ωB97M-V/def2-TZVPD.

Properties
Orbital gap in eV: 9.81
ΔE to the lowest compared entry with this formula, charge and spin in kJ/mol: 464.47
SMILES string: N#C/C=C/CC(=O)O

```
13
C5H5NO2, DFT ωB97M-V/def2-TZVPD
N 1.903 3.141 -0.842
C 0.990 2.230 -0.842
C 0.430 1.020 -0.290
C 0.398 0.484 0.954
C -0.229 -0.989 0.913
C -0.597 -1.376 -0.482
O -0.099 -2.428 -1.074
O -1.530 -0.649 -1.196
H 0.459 0.395 -1.327
H 0.532 0.989 1.993
H -0.778 -1.156 1.909
H 0.478 -1.835 0.926
H -1.957 0.174 -0.643
```

No. 4
This record from the OMol25 dataset describes a molecular structure, C5H5NO2 in a non-equilibrium geometry. The level of theory is ωB97M-V/def2-TZVPD.

Properties
Orbital gap in eV: 8.50
ΔE to the lowest compared entry with this formula, charge and spin in kJ/mol: 340.11

```
13
C5H5NO2, DFT ωB97M-V/def2-TZVPD
C -1.059 1.150 -0.376
C -1.494 -0.001 0.454
C 1.071 -0.195 -0.049
C 0.402 -1.420 -0.474
C 0.289 0.909 0.260
O 2.311 -0.257 0.477
N -0.837 -1.491 -0.227
O -2.469 -0.143 1.133
H 2.670 -1.150 0.390
H 0.994 -2.295 -0.773
H -1.496 2.083 -0.015
H -1.172 1.026 -1.452
H 0.790 1.783 0.652
```

No. 5
This record from the OMol25 dataset describes a molecular structure, C5H5NO2 in a non-equilibrium geometry. The level of theory is ωB97M-V/def2-TZVPD.

Properties
Orbital gap in eV: 8.21
ΔE to the lowest compared entry with this formula, charge and spin in kJ/mol: 655.04

```
13
C5H5NO2, DFT ωB97M-V/def2-TZVPD
C -1.039 -0.144 0.076
C -0.013 1.649 -0.105
C 0.863 0.684 -0.162
C 2.208 0.000 0.116
C 0.228 -0.518 -0.098
H -3.015 -0.807 -0.524
H -0.322 2.737 0.194
H 2.987 0.143 -0.603
H 2.814 0.311 1.050
H 1.554 -2.004 -0.569
N 1.365 -1.271 0.035
O -2.027 -1.263 0.101
O -1.355 1.075 0.054
```

No. 6
This record from the OMol25 dataset describes a single C5H5NO2 molecule in a non-equilibrium geometry. The level of theory is ωB97M-V/def2-TZVPD.

Properties
Orbital gap in eV: 10.33
ΔE to the lowest compared entry with this formula, charge and spin in kJ/mol: 480.56
SMILES string: C#CO[C@@]1(N)OC1=C

```
13
C5H5NO2, DFT ωB97M-V/def2-TZVPD
C -2.011 -1.890 -0.623
C -0.864 -1.643 -0.367
O 0.439 -1.518 -0.221
C 0.890 -0.209 -0.236
N 2.262 -0.173 0.060
O 0.428 0.650 -1.255
C -0.100 0.856 0.004
C -0.825 1.752 0.626
H -3.035 -2.062 -0.766
H 2.499 -0.755 0.851
H 2.617 0.768 0.152
H -1.273 2.577 0.100
H -1.027 1.647 1.676
```

No. 7
This record from the OMol25 dataset describes a single C5H5NO2 molecule in a non-equilibrium geometry. The level of theory is ωB97M-V/def2-TZVPD.

Properties
Orbital gap in eV: 9.29
ΔE to the lowest compared entry with this formula, charge and spin in kJ/mol: 451.80
SMILES string: C/C(=C\C#N)OC=O

```
13
C5H5NO2, DFT ωB97M-V/def2-TZVPD
C 1.303 -1.127 -0.231
C 0.026 -0.142 -0.369
C -0.019 1.230 -0.509
C 1.180 2.037 -0.571
N 2.067 2.928 -0.553
O -0.877 -0.871 0.059
C -1.984 -0.478 0.858
O -2.539 0.532 0.881
H 2.149 -0.676 -0.378
H 1.133 -2.171 -0.797
H 1.294 -1.409 0.883
H -1.247 1.615 -0.722
H -2.486 -1.469 1.450
```

No. 8
This record from the OMol25 dataset describes 2 unconnected molecules or ions with the total composition C5H5NO2 in a non-equilibrium geometry. The level of theory is ωB97M-V/def2-TZVPD.

Properties
Orbital gap in eV: 8.50
ΔE to the lowest compared entry with this formula, charge and spin in kJ/mol: 355.00
SMILES string: C=C=C=O.CN=C=O

```
13
C5H5NO2, DFT ωB97M-V/def2-TZVPD
C -3.436 -1.054 -0.565
C -2.559 -0.190 -0.064
C -1.423 -0.135 0.472
O -0.431 0.276 0.976
H -3.203 -2.077 -0.323
H -4.387 -0.675 -0.917
C 2.677 1.148 0.532
N 2.120 0.298 -0.361
C 1.320 -0.480 -0.713
O 0.670 -1.221 -1.342
H 3.421 0.506 1.028
H 3.215 1.904 0.017
H 2.015 1.698 1.261
```

No. 9
This record from the OMol25 dataset describes a molecular structure, C5H5NO2 in a non-equilibrium geometry. The level of theory is ωB97M-V/def2-TZVPD.

Properties
Orbital gap in eV: 10.57
ΔE to the lowest compared entry with this formula, charge and spin in kJ/mol: 440.50

```
13
C5H5NO2, DFT ωB97M-V/def2-TZVPD
C -1.249 -0.776 -0.188
C 0.744 -0.617 0.117
C 1.879 0.336 -0.153
C 1.349 1.504 0.189
C -0.337 0.404 -0.056
H -0.126 -2.552 -0.842
H 0.943 -1.198 1.041
H 2.937 0.229 -0.333
H 1.921 2.376 0.365
H -0.159 0.588 -1.105
N -0.122 -1.466 -0.719
O -2.419 -0.871 0.220
O 0.046 1.585 0.585
```

No. 10
This record from the OMol25 dataset describes a molecular structure, C5H5NO2 in a non-equilibrium geometry. The level of theory is ωB97M-V/def2-TZVPD.

Properties
Orbital gap in eV: 9.79
ΔE to the lowest compared entry with this formula, charge and spin in kJ/mol: 564.54

```
13
C5H5NO2, DFT ωB97M-V/def2-TZVPD
C -1.372 0.127 -0.421
C -0.086 -1.036 -0.093
C -0.331 0.927 0.453
C 1.039 0.890 -0.353
C 1.049 -0.474 -0.776
H -0.524 -2.155 0.018
H -0.960 -0.602 1.779
H -0.633 1.859 0.952
H 1.634 1.740 -0.699
H 1.194 -0.829 -1.721
N -0.272 -0.428 1.172
O -2.631 0.084 -0.471
O 1.893 -0.104 0.159
```

No. 11
This record from the OMol25 dataset describes a single C5H5NO3 molecule in a non-equilibrium geometry. The level of theory is ωB97M-V/def2-TZVPD.

Properties
Orbital gap (alpha / beta) in eV: 8.58 / 8.58
ΔE to the lowest compared entry with this formula, charge and spin in kJ/mol: 399.09
SMILES string: Cc1ccc([N+](=O)[O-])o1

```
14
C5H5NO3, DFT ωB97M-V/def2-TZVPD
C -0.853 1.112 -0.243
C -0.437 -0.205 0.310
C 0.770 -0.848 0.106
C 0.776 -2.064 0.805
C -0.386 -2.262 1.475
N -0.981 -3.176 2.316
O -0.298 -4.179 2.488
O -2.059 -2.958 2.814
O -1.273 -0.829 1.082
H -1.934 1.212 -0.174
H -0.389 1.912 0.333
H -0.535 1.209 -1.277
H 1.580 -0.475 -0.488
H 1.588 -2.769 0.831
```

No. 12
This record from the OMol25 dataset describes a molecular structure, C5H5NOS in a non-equilibrium geometry. The level of theory is ωB97M-V/def2-TZVPD.

Properties
Orbital gap in eV: 8.74
ΔE to the lowest compared entry with this formula, charge and spin in kJ/mol: 343.28

```
13
C5H5NOS, DFT ωB97M-V/def2-TZVPD
C 0.252 -0.300 0.696
C 1.097 -0.594 -1.389
C -0.059 0.132 -1.536
C -1.075 0.985 -2.105
C -0.578 0.312 -0.265
H 0.065 -1.725 2.532
H 1.817 -1.648 0.427
H 1.811 -1.064 -2.076
H -0.730 1.827 -2.695
H -1.864 0.520 -2.619
N 1.281 -0.886 -0.048
O -1.589 1.266 -0.695
S 0.301 -0.316 2.370
```

No. 13
This record from the OMol25 dataset describes a single C5H5NOS molecule. The level of theory is ωB97M-V/def2-TZVPD.

Properties
Orbital gap in eV: 8.42
ΔE to the lowest compared entry with this formula, charge and spin in kJ/mol: 1.80
SMILES string: C=C1CC(=O)NC1=S

```
13
C5H5NOS, DFT ωB97M-V/def2-TZVPD
C 1.320 1.583 -0.014
C 0.464 0.561 -0.005
C -1.049 0.579 0.011
C -1.441 -0.890 -0.006
O -2.538 -1.374 -0.003
N -0.253 -1.619 -0.019
C 0.898 -0.872 -0.014
S 2.410 -1.492 0.006
H 0.978 2.619 -0.003
H 2.393 1.402 -0.023
H -1.489 1.100 -0.841
H -1.463 1.037 0.917
H -0.230 -2.633 -0.006
```

No. 14
This record from the OMol25 dataset describes a molecular structure, C5H5NOS in a non-equilibrium geometry. The level of theory is ωB97M-V/def2-TZVPD.

Properties
Orbital gap (alpha / beta) in eV: 6.77 / 6.11
ΔE to the lowest compared entry with this formula, charge and spin in kJ/mol: 308.50
Multiplicity: 3

```
13
C5H5NOS, DFT ωB97M-V/def2-TZVPD
C -1.382 -0.166 0.914
C 0.683 0.601 -0.454
C -1.059 -1.434 0.458
C -0.804 0.913 0.001
C 0.149 -1.755 -0.170
N 1.014 -0.743 -0.489
O 1.691 1.291 0.332
S 2.920 0.032 0.130
H -2.090 -0.062 1.794
H 0.645 0.977 -1.423
H -1.329 1.108 -0.897
H -0.897 1.892 0.455
H 0.460 -2.654 -0.651
```

No. 15
This record from the OMol25 dataset describes a single C5H5NS molecule in a non-equilibrium geometry. The level of theory is ωB97M-V/def2-TZVPD.

Properties
Orbital gap in eV: 8.09
ΔE to the lowest compared entry with this formula, charge and spin in kJ/mol: 110.00
SMILES string: S/C=C1\C=CC=N1

```
12
C5H5NS, DFT ωB97M-V/def2-TZVPD
S 0.502 -1.283 -2.748
C -0.019 0.035 -1.827
C -0.077 0.235 -0.471
C 0.209 -0.691 0.614
C 0.022 0.008 1.807
C -0.516 1.289 1.380
N -0.544 1.436 0.056
H 0.856 -2.020 -1.638
H -0.403 0.885 -2.406
H 0.556 -1.735 0.413
H 0.295 -0.318 2.835
H -0.881 2.158 1.984
```

No. 16
This record from the OMol25 dataset describes a gas-phase ion, C5H5NS2 (charge -2) in a non-equilibrium geometry. The level of theory is ωB97M-V/def2-TZVPD.

Properties
Orbital gap in eV: 4.64
ΔE to the lowest compared entry with this formula, charge and spin in kJ/mol: 48.04
SMILES string: Cc1cc([S-])cn1[S-]
Total charge: -2

```
13
C5H5NS2, DFT ωB97M-V/def2-TZVPD
C -0.794 -0.555 -1.672
C -0.075 -0.260 -0.397
C 0.712 0.852 -0.249
C 1.010 1.053 1.189
S 1.966 2.342 1.914
C 0.447 0.012 1.896
N -0.398 -0.813 0.758
S -1.272 -2.208 0.925
H -0.292 -0.250 -2.642
H -1.118 -1.725 -1.771
H -1.669 0.237 -1.742
H 1.192 1.421 -1.100
H 0.293 -0.105 2.892
```

No. 17
This record from the OMol25 dataset describes a molecular structure, C5H5NS2 in a non-equilibrium geometry. The level of theory is ωB97M-V/def2-TZVPD.

Properties
Orbital gap in eV: 8.53
ΔE to the lowest compared entry with this formula, charge and spin in kJ/mol: 118.58

```
13
C5H5NS2, DFT ωB97M-V/def2-TZVPD
C 1.785 0.314 1.046
C 0.650 0.253 -0.020
C -0.904 -1.309 -0.725
C -0.735 -0.283 0.386
C 0.457 1.465 -0.831
H 1.467 1.113 1.715
H 2.168 -0.596 1.505
H 2.572 0.724 0.481
H -1.567 -0.932 -1.471
H -1.216 -2.304 -0.397
N 0.324 2.529 -1.288
S 0.816 -1.166 -1.202
S -1.642 0.019 1.705
```

No. 18
This record from the OMol25 dataset describes a single C5H5NS2 molecule in a non-equilibrium geometry. The level of theory is ωB97M-V/def2-TZVPD.

Properties
Orbital gap in eV: 7.35
ΔE to the lowest compared entry with this formula, charge and spin in kJ/mol: 0.00
SMILES string: S=C1NC=C/C1=C/S

```
13
C5H5NS2, DFT ωB97M-V/def2-TZVPD
S 1.639 -1.894 -0.914
C 0.284 -1.078 -0.466
N -0.991 -1.542 -0.533
C -1.915 -0.611 -0.066
C -1.285 0.503 0.321
C 0.148 0.264 0.100
C 1.145 1.156 0.358
S 2.833 0.901 0.103
H -1.233 -2.496 -0.897
H -2.964 -0.843 -0.082
H -1.738 1.402 0.718
H 0.878 2.123 0.781
H 3.199 2.113 0.579
```

No. 19
This record from the OMol25 dataset describes a gas-phase ion, C5H5O4PS (charge -2) in a non-equilibrium geometry. The level of theory is ωB97M-V/def2-TZVPD.

Properties
Orbital gap in eV: 4.39
ΔE to the lowest compared entry with this formula, charge and spin in kJ/mol: 0.00
SMILES string: O=P([O-])([O-])[C@H](O)c1ccsc1
Total charge: -2

```
16
C5H5O4PS, DFT ωB97M-V/def2-TZVPD
O -2.740 1.911 -0.049
P -2.175 0.496 0.279
O -2.979 -0.697 -0.219
O -1.821 0.440 1.769
C -0.698 0.201 -0.978
O -0.983 -0.907 -1.739
C 0.661 0.098 -0.262
C 0.916 -0.542 0.986
C 2.229 -0.500 1.354
S 3.217 0.308 0.224
C 1.847 0.471 -0.850
H -0.722 1.080 -1.587
H -1.739 -1.178 -1.084
H 0.264 -1.060 1.691
H 2.624 -1.034 2.330
H 2.099 0.914 -1.862
```

No. 20
This record from the OMol25 dataset describes a gas-phase ion, C5H5O4S (charge -1) in a non-equilibrium geometry. The level of theory is ωB97M-V/def2-TZVPD.

Properties
Orbital gap in eV: 8.13
ΔE to the lowest compared entry with this formula, charge and spin in kJ/mol: 4.55
SMILES string: O=S(=O)([O-])OC1=CC=CC1
Total charge: -1

```
15
C5H5O4S, DFT ωB97M-V/def2-TZVPD
O -0.568 -3.317 -0.903
S -0.555 -2.846 -2.286
O -1.631 -3.326 -3.168
O 0.793 -2.845 -2.883
O -0.996 -1.211 -2.145
C -0.689 -0.424 -1.169
C -1.174 0.759 -0.707
C -0.377 1.137 0.499
C 0.565 0.210 0.733
C 0.415 -0.897 -0.196
H -1.918 1.270 -1.173
H -0.503 1.981 1.027
H 1.401 0.125 1.438
H 0.106 -1.745 0.348
H 1.418 -1.232 -0.677
```